140
Properties=species:S:1:pos:R:3:forces:R:3:mulliken_charge:R:1 method="wB97M-V/def2-TZVPD" e_above_lowest_kj_mol=0.0 smiles="C[C@H]1COC(=O)O1.C[C@H]1COC(=O)O1.C[C@H]1COC(=O)O1.C[C@H]1COC(=O)O1.C[C@H]1COC(=O)O1.C[C@H]1COC(=O)O1.C[C@H]1COC(=O)O1.C[C@H]1COC(=O)O1.C[C@H]1COC(=O)O1.COCCOCCOC" e_lumo_ev=-0.279 charge=0 gap_ev=10.06
C 4.58750 32.81541 7.97068 0.927 -0.170 -0.618 -1.546
C 5.09918 33.12698 6.56624 0.878 -0.202 0.762 2.312
C 4.49046 32.26784 5.49946 -0.684 -1.348 -0.148 0.640
O 4.08120 33.12443 4.44734 0.176 0.040 -0.120 -0.402
C 4.28308 34.37461 4.81556 0.253 3.554 0.018 0.524
O 4.11811 35.35205 4.09395 0.382 -2.514 2.217 -0.579
O 4.72639 34.42863 6.17974 -1.156 0.773 -2.652 -0.481
H 4.97221 31.85037 8.30051 -0.129 -0.274 -0.283 0.188
H 3.49823 32.78565 7.94437 0.048 0.378 0.486 0.431
H 5.08497 33.51524 8.64214 -0.721 0.329 0.167 0.393
H 6.18892 33.10562 6.55670 0.108 -0.215 -0.008 -1.036
H 3.59404 31.82295 5.93145 -0.107 -0.337 -0.269 -0.159
H 5.11632 31.50483 5.03660 0.100 -0.001 0.461 -0.241
C 3.10710 28.84427 5.89265 0.713 0.602 -0.527 -1.141
C 3.17972 28.26594 4.47284 1.133 -0.709 1.571 0.533
C 4.10264 26.99764 4.44895 -0.106 1.120 -0.774 0.085
O 3.29066 26.03460 3.83062 -1.101 -0.949 -0.928 -0.426
C 2.01998 26.48646 3.65642 -2.907 -1.795 0.514 0.543
O 1.01067 25.82103 3.38792 3.588 1.705 0.261 -0.580
O 1.94240 27.77921 4.00495 -0.448 0.015 -0.111 -0.397
H 4.09175 29.22781 6.15996 0.319 0.435 -0.483 0.066
H 3.02178 28.14658 6.72574 -1.029 -0.379 -0.404 0.418
H 2.42790 29.69676 5.90146 -0.218 -0.278 0.416 0.384
H 3.52959 28.99525 3.74222 0.040 0.163 0.220 0.320
H 4.44645 26.56694 5.38937 -0.124 0.495 0.212 0.104
H 4.94872 27.24479 3.80772 0.216 -0.425 0.073 0.133
C 13.35106 30.45497 10.31721 0.232 -1.829 -1.612 -1.036
C 12.54516 29.07753 10.34447 1.173 2.188 1.282 0.664
C 12.22329 28.53209 11.73284 0.199 0.428 -0.840 -0.574
O 10.86487 28.11352 11.50231 0.154 -1.639 2.311 -0.374
C 10.33142 28.69853 10.47030 -2.929 1.116 -0.497 0.120
O 9.13680 28.67396 10.16407 2.701 -0.261 0.378 -0.472
O 11.25523 29.46894 9.90587 -0.400 0.090 -1.846 0.416
H 12.80683 31.35627 10.59930 -0.183 -0.505 0.755 0.415
H 13.52339 30.61551 9.25296 0.054 0.012 -0.039 -0.111
H 14.36292 30.38138 10.71571 -0.230 0.032 0.503 0.397
H 12.95185 28.26312 9.74494 0.098 0.455 -0.524 -0.055
H 12.33006 29.35485 12.43978 -0.661 -0.175 0.381 0.329
H 12.84089 27.69383 12.05530 -0.301 -0.038 -0.130 0.336
C 12.97132 26.66994 4.69440 0.846 -0.743 0.181 -0.516
C 12.35294 26.26394 3.34204 0.182 1.051 0.873 0.170
C 11.79644 24.87089 3.10129 1.228 -0.024 1.327 -0.137
O 10.63683 25.13193 2.34185 -0.086 -1.291 -0.564 -0.379
C 10.20530 26.35017 2.60136 -3.144 1.487 -0.455 0.692
O 9.08001 26.76979 2.30018 3.133 -0.813 0.896 -0.601
O 11.14716 27.03733 3.26493 -0.763 0.688 -0.389 -0.172
H 12.46298 26.29965 5.58467 -0.383 -0.399 -0.355 -0.021
H 13.06860 27.73367 4.91143 -0.361 0.226 -0.781 0.131
H 14.00006 26.32151 4.78589 0.134 -0.275 -0.197 0.020
H 12.98725 26.53286 2.49741 0.146 0.319 0.066 0.370
H 11.56151 24.44030 4.07468 -0.507 -0.245 -0.078 -0.024
H 12.51666 24.21609 2.61076 -0.386 0.082 -0.395 0.385
C 10.14596 27.53838 6.70828 0.769 0.216 0.875 0.246
C 9.12917 28.13386 5.76315 2.061 -0.213 0.785 1.270
C 7.86038 27.36454 5.65957 -0.060 -1.456 -1.527 -0.227
O 6.89721 28.21262 6.21265 -1.784 0.486 0.200 -0.084
C 7.44433 29.41144 6.47140 -3.002 1.243 1.519 -0.034
O 6.88978 30.39648 6.90079 -0.809 -0.710 -0.305 -0.201
O 8.68158 29.38978 6.28013 4.266 0.362 -0.759 0.040
H 11.03049 28.17370 6.75372 0.161 0.048 -0.212 -0.389
H 10.48414 26.53181 6.46223 -0.317 0.046 -0.446 -0.239
H 9.82675 27.49211 7.74946 -0.604 0.023 0.019 -0.240
H 9.66919 28.37844 4.84846 -0.536 -0.337 -0.349 -0.243
H 7.82523 26.39215 6.15080 0.320 0.205 0.261 -0.196
H 7.68984 27.15043 4.60450 -0.552 0.104 -0.107 0.179
C 7.75178 32.35783 3.76801 0.206 0.007 0.924 -1.187
C 9.22876 32.00931 3.55618 -0.944 0.477 0.205 1.180
C 9.40095 31.24319 2.28034 -0.225 1.151 -0.717 0.056
O 10.43150 32.04943 1.62044 0.266 -2.219 -1.592 -0.373
C 10.77798 33.12957 2.29111 2.013 1.842 1.509 0.524
O 11.68959 33.92315 2.05052 -2.577 -2.171 -0.034 -0.604
O 10.04234 33.18647 3.42478 -0.282 0.188 -0.066 -0.452
H 7.66202 33.10102 4.56029 -0.019 0.043 0.012 0.134
H 7.19967 31.47443 4.08875 0.132 -0.239 0.158 0.124
H 7.21044 32.70946 2.88971 0.518 0.197 -0.240 0.499
H 9.68914 31.40726 4.33956 -0.417 0.322 0.545 -0.198
H 8.52172 31.24519 1.63611 0.028 0.392 -0.081 0.265
H 9.53191 30.18744 2.51769 1.356 -0.020 -0.575 0.009
C 7.83627 31.97872 10.11073 -0.204 0.405 -0.371 -1.152
C 8.94838 32.79739 9.41313 -2.003 -1.212 1.763 0.607
C 9.77360 32.01621 8.50187 1.675 -1.937 -1.188 1.037
O 9.80731 32.73204 7.27284 0.056 0.871 -0.571 -0.192
C 8.89444 33.74333 7.34024 0.907 1.553 -3.448 0.523
O 8.65079 34.54249 6.42027 0.505 -2.715 2.986 -0.609
O 8.37786 33.73409 8.53760 -1.830 1.952 1.308 -0.328
H 8.24015 31.18803 10.74302 0.215 0.115 0.005 0.270
H 7.15216 31.50242 9.40843 0.208 0.004 -0.287 0.026
H 7.23515 32.65637 10.71697 0.066 -0.004 0.161 0.480
H 9.48958 33.21453 10.26237 0.307 0.876 -0.514 0.186
H 9.38438 31.03489 8.23054 -0.177 -0.113 0.448 -0.449
H 10.77520 31.88317 8.91079 0.166 0.011 -0.376 -0.446
C 5.73683 26.76991 10.49861 0.481 -1.138 0.067 -1.150
C 6.36504 25.40127 10.13287 -0.457 1.524 -0.298 0.225
C 7.32554 25.38206 8.90585 -1.754 -0.612 0.544 0.466
O 8.57286 25.10461 9.49633 0.795 0.906 -2.145 -0.250
C 8.48505 25.03322 10.80178 1.254 -1.087 1.645 0.544
O 9.43168 24.81698 11.50886 -0.479 0.321 -0.176 -0.617
O 7.22525 25.07550 11.19849 -0.356 -0.454 1.051 -0.394
H 6.51855 27.41994 10.89164 0.256 0.347 -0.884 0.218
H 5.12855 26.67701 11.39832 -0.594 -0.338 -0.373 0.423
H 5.18932 27.11423 9.62124 -0.043 0.529 0.335 0.284
H 5.60929 24.63166 9.97594 -0.036 -0.025 0.438 0.370
H 7.23730 26.29258 8.31315 0.653 0.098 0.166 -0.433
H 7.02152 24.51870 8.31402 0.318 0.091 -0.431 0.218
C 10.30679 22.12928 9.16110 0.965 0.525 0.301 -1.193
C 10.15604 22.02419 7.64188 -1.732 -0.430 1.450 0.482
C 8.69584 21.65219 7.32505 0.746 -0.424 -0.453 -0.632
O 8.30541 22.59731 6.29900 0.064 0.071 0.560 -0.391
C 9.27401 23.53590 6.14909 -0.173 0.685 -2.200 0.658
O 9.25060 24.40212 5.26258 0.168 -2.095 2.975 -0.469
O 10.27829 23.29595 7.01504 0.588 0.816 -0.612 -0.228
H 11.32971 22.41416 9.40724 0.092 -0.038 0.051 0.340
H 10.09320 21.23018 9.73911 0.046 -0.456 -0.590 0.440
H 9.68186 22.87874 9.64677 -0.142 0.240 -0.587 0.065
H 10.82638 21.27511 7.22042 0.316 0.445 -0.182 0.337
H 8.11226 21.66733 8.24556 -0.489 0.575 -0.369 0.335
H 8.66432 20.63437 6.93627 -0.334 0.172 -0.285 0.348
C 16.71296 24.22295 4.43261 0.204 -0.121 0.667 -0.334
O 17.72797 25.01547 4.99462 0.988 0.215 1.067 -0.377
C 17.85906 24.93848 6.43746 0.623 -0.174 -1.293 -0.781
C 16.66268 25.43379 7.15573 0.390 0.491 -0.534 -0.233
O 16.40942 26.77656 6.73303 -1.143 -0.139 1.555 -0.338
C 15.29686 27.25380 7.53890 -0.335 -0.279 -1.030 -0.452
C 14.98075 28.67574 7.15492 -0.575 0.898 -0.381 -0.851
O 13.53681 29.04849 7.23732 2.899 -1.826 0.610 0.298
C 13.35382 30.34985 6.76919 -0.225 0.013 0.230 -1.139
H 17.01747 23.90876 3.43429 -0.115 0.317 -0.049 0.297
H 15.77928 24.78534 4.44076 -0.256 -0.125 -0.319 -0.123
H 16.58819 23.31551 5.02344 -0.207 -0.268 0.060 0.343
H 18.73669 25.49937 6.75883 0.015 0.327 -0.577 0.373
H 18.07942 23.91996 6.75709 -0.215 -0.413 -0.113 0.444
H 16.91046 25.40125 8.21669 -0.340 -0.059 0.281 0.337
H 15.84670 24.75451 6.90901 -0.571 0.207 0.274 0.280
H 15.48523 27.17888 8.60988 0.317 -0.169 0.080 0.360
H 14.43942 26.62343 7.30324 -0.283 -0.110 0.104 0.146
H 15.35952 28.86117 6.14980 -0.390 -0.238 -0.454 0.432
H 15.63050 29.32934 7.73691 -0.469 0.457 0.522 0.485
H 13.89428 31.09138 7.35751 0.161 0.124 0.129 0.403
H 12.28676 30.48836 6.94327 -0.034 0.575 -0.726 0.105
H 13.73437 30.41417 5.74981 -0.543 0.307 -0.326 0.458